A structure of composition C18H10Cl2F6N4O2SbSe2Te2W, computed with ωB97M-V/def2-TZVPD.

Computed properties:
Energy relative to the best compared isomer or geometry (same formula, charge and spin) ... 370.4 kJ/mol
Expectation value of S² ... 0.77
Multiplicity ... 2
Kohn-Sham gap (spin up / spin down) ... 5.227 / 5.141 eV
Total energy ... -8227.31881 hartree
HOMO energy (spin up / spin down) ... -8.4407 / -8.4442 eV

Structure (XYZ):
```
48
Properties=species:S:1:pos:R:3:forces:R:3
W -0.521 -0.471 -0.649 -0.32 2.58 2.85
Te 1.640 -0.786 -2.023 1.92 -1.35 -0.59
Te 3.847 -1.190 -3.359 -0.27 -0.05 0.05
Sb -2.754 -2.911 -1.489 -1.87 -1.00 0.88
Se 1.678 1.108 -0.492 0.09 0.29 -0.59
Se -0.476 -1.904 -2.840 1.23 1.12 -1.70
Cl -2.605 0.184 5.775 0.00 0.05 -0.09
Cl -4.051 2.560 4.257 0.04 -0.05 -0.01
F -1.955 -0.929 0.590 0.11 -0.31 -0.28
F -2.090 0.053 -1.599 -0.28 -0.47 -0.05
F -3.136 -2.917 -3.343 0.17 0.02 -0.72
F -1.389 -4.194 -1.285 0.82 -0.35 -0.23
F -0.044 -2.155 0.039 -0.17 -0.24 -0.10
F -3.843 -4.468 -1.440 -0.67 0.02 0.35
O 1.524 -0.530 3.550 0.04 0.08 -0.02
O -1.995 3.569 -0.003 0.02 0.02 0.00
N 2.533 -2.037 0.492 0.05 0.04 -0.01
N -0.425 1.624 -2.490 -0.17 -0.29 0.26
N -1.072 1.476 0.226 -0.26 -0.51 0.31
N 0.345 -0.262 1.615 -0.35 0.21 -0.12
C 3.668 -1.736 2.563 -0.09 0.03 0.00
C -2.424 2.031 2.220 0.08 0.13 -0.15
C 2.577 -1.531 1.722 -0.17 0.03 0.16
C -0.659 0.336 2.283 -0.06 -0.01 0.32
C -1.402 1.339 1.551 -0.17 0.00 0.04
C -1.156 2.597 -1.966 -0.19 0.20 0.19
C -2.765 1.707 3.504 0.01 -0.06 0.14
C -2.099 0.655 4.197 -0.27 0.24 0.13
C -1.633 3.657 -2.719 0.01 0.05 0.04
C -0.548 2.699 -4.609 0.02 0.01 -0.03
C 4.649 -3.085 0.870 0.00 -0.04 -0.11
C 1.423 -0.751 2.359 0.12 -0.16 -0.24
C 3.527 -2.822 0.099 0.10 0.01 0.03
C -1.469 2.588 -0.487 0.03 0.02 -0.18
C -1.071 0.005 3.606 0.32 -0.09 -0.24
C -1.339 3.700 -4.072 -0.01 0.00 0.02
C -0.111 1.686 -3.771 0.14 -0.01 -0.23
C 4.731 -2.501 2.119 0.03 -0.01 0.04
H -0.594 -0.805 4.128 0.05 0.01 -0.02
H -0.273 2.687 -5.655 -0.01 0.01 0.04
H -1.715 4.503 -4.691 0.02 -0.01 0.01
H 5.601 -2.646 2.746 -0.03 -0.02 0.00
H 5.438 -3.715 0.478 -0.04 0.01 0.04
H -2.971 2.805 1.714 -0.02 0.01 -0.02
H 0.535 0.905 -4.156 -0.08 -0.12 -0.08
H 3.652 -1.299 3.549 0.03 0.00 -0.01
H -2.218 4.418 -2.224 0.00 -0.01 -0.03
H 3.434 -3.248 -0.892 0.03 -0.03 -0.07
```
Forces are in eV/Å.